1.
ORCA calculation (ωB97M-V with the def2-TZVPD basis set) on one molecule with the formula CH3NOS.

Its SMILES is O=CNS. The value obtained for the frontier orbital gap is 9.58 eV. The molecular weight comes out at 77.11 g mol⁻¹. The net charge is 0.

XYZ file:
```
7
Properties=species:S:1:pos:R:3:forces:R:3:mulliken_charge:R:1
C -0.1364 0.7072 0.4545 -0.977 1.175 0.601 0.175
H 1.6205 -0.7296 -0.4086 -0.301 -0.261 -0.215 0.176
H -1.5126 -0.6334 -0.2189 0.024 -0.094 -0.008 0.271
H -1.0125 1.2374 0.9185 0.525 -0.311 -0.155 0.273
N -0.5536 -0.3404 -0.2832 0.370 0.061 0.014 -0.195
O 1.0016 1.1001 0.6005 -0.102 -0.474 -0.218 -0.555
S 0.5930 -1.3414 -1.0627 0.460 -0.096 -0.019 -0.145
```
Positions in Å, forces in eV/Å.

***

2.
ORCA calculation (ωB97M-V with the def2-TZVPD basis set) on C30H37As2N4O3Pd as an isolated structure.

The value obtained for the frontier orbital gap is 6.84 eV. The molecular weight comes out at 757.92 g mol⁻¹. The net charge is +3.

XYZ file:
```
77
Properties=species:S:1:pos:R:3:forces:R:3:mulliken_charge:R:1
Pd 0.4210 -2.1346 0.5315 0.161 0.290 0.407 0.200
N 3.0740 -1.3476 0.8818 -0.006 -0.016 -0.075 -0.327
C 3.6419 -2.6734 1.1457 0.039 -0.058 0.053 -0.779
C 3.0079 -3.7087 0.2451 -0.049 -0.061 0.014 -0.829
N 1.5317 -3.8929 0.4502 -0.160 -0.045 -0.062 -0.233
C 1.1684 -4.7523 1.6281 -0.026 0.132 0.018 -0.783
C 0.6612 -3.8814 2.7612 -0.040 -0.024 -0.142 -0.445
N -0.3997 -3.0070 2.1687 -0.006 -0.054 0.021 -0.451
H 3.4731 -0.6685 1.5221 0.002 -0.010 -0.021 0.345
H 3.3458 -1.0359 -0.0470 0.015 0.007 -0.010 0.142
H 4.7221 -2.7264 0.9816 -0.013 0.018 -0.004 0.479
H 3.4817 -2.9238 2.1973 0.002 0.009 -0.015 0.366
H 3.1481 -3.4378 -0.8003 -0.006 0.039 -0.012 0.401
H 3.4824 -4.6792 0.4014 0.004 -0.009 -0.042 0.499
H 1.1994 -4.3593 -0.3939 0.013 -0.054 0.094 0.357
H 0.3852 -5.4432 1.3105 0.013 0.004 0.001 0.440
H 2.0255 -5.3491 1.9372 0.014 0.012 0.023 0.359
H 0.2538 -4.4768 3.5790 0.000 -0.022 -0.016 0.535
H 1.4415 -3.2345 3.1581 -0.013 -0.001 -0.007 0.189
H -1.1754 -3.5868 1.8454 -0.021 0.059 0.014 0.265
H -0.7906 -2.3671 2.8564 0.116 -0.026 0.084 0.285
C -3.2169 -1.9315 -1.3272 0.061 -0.052 0.004 -0.669
C -2.7741 -2.8003 -0.4272 0.013 -0.097 -0.175 -0.657
As -0.7805 0.1184 0.8852 0.483 -0.009 -1.100 1.525
C 0.1797 1.1181 2.1860 0.050 0.066 0.134 0.573
C -0.2484 2.3709 2.6404 0.005 -0.018 -0.051 -0.186
C 0.4124 2.9746 3.6956 0.012 0.001 0.010 -0.879
C 1.4792 2.3319 4.3152 0.012 0.000 0.009 -0.645
C 1.8893 1.0755 3.8857 -0.006 0.040 0.011 -0.952
C 1.2441 0.4694 2.8220 -0.030 -0.021 -0.048 -0.221
C -2.5105 0.9487 0.8291 -0.190 -0.321 0.217 1.002
C -3.5823 0.2692 1.4065 0.008 -0.025 -0.056 -0.487
C -4.8102 0.9034 1.5267 0.021 0.004 0.010 -0.746
C -4.9611 2.2088 1.0792 -0.019 0.002 0.009 -0.696
C -3.8878 2.8876 0.5154 -0.015 0.003 -0.026 -1.071
C -2.6567 2.2638 0.3918 0.052 -0.032 -0.070 -0.501
As -0.0864 0.8758 -1.5547 -0.055 0.054 0.092 1.396
C -1.1850 1.8216 -2.7745 0.017 0.137 0.030 0.569
C -2.5619 1.5987 -2.8442 0.013 -0.082 -0.034 -0.252
C -3.2956 2.2453 -3.8218 -0.009 -0.042 0.051 -0.837
C -2.6634 3.1055 -4.7134 0.010 0.020 -0.032 -0.566
C -1.2943 3.3198 -4.6415 0.009 0.014 -0.008 -0.808
C -0.5421 2.6804 -3.6693 0.032 0.094 0.101 -0.452
C 1.7109 1.4675 -1.6661 0.018 -0.047 0.092 0.604
C 2.1327 2.2993 -0.6293 0.054 -0.005 0.002 -0.532
C 3.4016 2.8597 -0.6923 -0.010 -0.014 0.004 -0.826
C 4.2322 2.5715 -1.7662 0.006 0.003 -0.005 -0.547
C 3.8054 1.7283 -2.7881 -0.002 -0.013 -0.009 -0.839
C 2.5375 1.1724 -2.7489 -0.056 -0.037 -0.040 -0.314
H -3.9360 -1.1652 -1.0711 -0.030 0.051 0.040 0.370
H -2.9221 -2.0040 -2.3676 -0.003 0.005 -0.002 0.389
H -2.1317 -3.6212 -0.7331 0.012 -0.010 0.053 0.340
H -3.1338 -2.8021 0.5973 -0.010 0.050 -0.022 0.351
H -1.0964 2.8687 2.1947 -0.016 0.013 -0.003 0.532
H 0.0855 3.9433 4.0484 -0.001 0.000 -0.003 0.482
H 1.9826 2.8073 5.1467 -0.002 0.002 0.000 0.444
H 2.7052 0.5731 4.3883 0.000 -0.005 0.002 0.496
H 1.5628 -0.5046 2.4739 -0.029 0.023 0.027 0.191
H -3.4735 -0.7485 1.7610 0.002 -0.009 -0.003 0.365
H -5.6453 0.3805 1.9730 0.003 -0.001 -0.003 0.481
H -5.9187 2.7031 1.1743 0.001 -0.004 -0.002 0.466
H -4.0087 3.9058 0.1700 0.004 -0.002 0.005 0.506
H -1.8307 2.8115 -0.0472 0.009 0.011 -0.010 0.722
H -3.0532 0.9164 -2.1662 -0.035 -0.024 0.102 0.312
H -4.3618 2.0783 -3.8941 0.005 -0.007 0.006 0.471
H -3.2446 3.6115 -5.4729 -0.003 -0.005 0.001 0.439
H -0.8100 3.9871 -5.3410 0.006 0.000 0.005 0.450
H 0.5226 2.8623 -3.6081 0.007 0.000 -0.003 0.453
H 1.4901 2.5239 0.2144 -0.011 0.010 -0.003 0.398
H 3.7382 3.5222 0.0937 -0.005 0.000 0.000 0.484
H 5.2201 3.0099 -1.8133 -0.001 0.002 0.000 0.458
H 4.4584 1.5150 -3.6237 -0.002 -0.002 0.003 0.482
H 2.2016 0.5304 -3.5544 -0.010 0.013 -0.012 0.551
O 0.0532 -2.8196 -2.7461 0.011 0.239 0.185 -0.506
N 0.3798 -1.8058 -2.2399 0.486 0.052 -0.424 0.770
O -0.2382 -0.6881 -2.6135 -0.028 -0.146 0.274 -0.448
O 1.3375 -1.6595 -1.4176 -0.887 -0.072 0.339 -0.447
```
Positions in Å, forces in eV/Å.

***

3.
ORCA calculation (ωB97M-V with the def2-TZVPD basis set) on C23H55ClO3P2Si2 as an isolated structure.

The value obtained for the frontier orbital gap is 7.05 eV. The molecular weight comes out at 533.26 g mol⁻¹. The net charge is 0.

XYZ file:
```
86
Properties=species:S:1:pos:R:3:forces:R:3:mulliken_charge:R:1
C -4.1312 2.3298 2.9786 3.178 1.212 -0.071 -0.871
C -2.7854 2.9076 2.6316 -3.773 -0.127 0.340 -0.036
Si -1.0926 2.0723 3.0581 -0.593 0.495 0.926 0.113
C 0.3255 3.3664 2.9132 0.678 1.304 0.187 -0.547
C 1.8330 2.7207 2.8260 -0.194 1.023 0.372 -0.251
C 2.0805 1.4402 3.8221 1.569 -0.170 -0.726 0.321
C 3.7379 1.2703 3.9511 -0.336 1.000 -0.078 -0.973
O -0.8008 0.5422 2.2535 -0.056 2.612 -2.344 -0.152
Si -0.5756 0.7040 0.5244 -0.930 -3.336 0.111 0.197
Cl 1.5051 0.2003 0.0995 -1.829 0.331 0.417 -0.171
O -1.6894 -0.3812 -0.3141 2.842 -0.114 1.926 -0.304
C -1.3549 -1.7958 -0.0883 -0.599 -2.360 -0.183 0.466
C -1.9176 -2.3881 1.3662 0.500 0.053 -1.218 -0.762
P -0.8896 2.7104 -0.2984 0.364 2.462 -1.783 0.328
C -2.6736 3.0014 -0.9142 -1.537 -0.181 -1.320 -0.821
O 0.0931 2.7390 -1.7768 -0.673 0.688 1.585 -0.538
P -1.2221 1.5760 5.2400 -0.349 -0.782 1.688 0.083
C -2.2896 2.9043 6.1578 -1.146 0.640 -0.060 -0.951
C -2.3505 -0.0111 5.3049 -0.541 0.222 -1.047 -0.864
H -4.2676 1.9885 4.0989 0.393 -0.442 -2.776 0.179
H -5.0391 2.2438 2.2441 1.610 1.170 1.734 0.231
H -2.7851 3.9551 2.0985 -0.111 -2.562 -0.182 0.480
H 0.2861 4.0302 3.9016 -0.117 -1.486 -1.833 0.388
H 0.0919 4.1282 2.0295 0.710 -1.726 1.819 0.401
H 2.5894 3.5748 3.1624 -1.537 -1.779 -0.795 0.442
H 2.0421 2.5023 1.6879 -0.187 0.037 2.384 -0.364
H 1.6645 0.4679 3.3112 0.559 1.914 1.205 -0.111
H 1.6855 1.5762 4.9153 0.341 -0.157 -2.399 0.166
H 4.0844 1.7795 4.9625 -0.623 -1.268 -2.036 0.278
H 4.2234 1.9384 3.0895 -0.841 -1.821 1.741 0.217
H 4.0788 0.1492 3.8997 -0.569 2.324 0.099 0.289
H -1.9175 -2.4515 -0.9127 1.123 1.745 1.617 -0.430
H -0.2009 -2.0459 -0.2482 -2.386 0.815 0.510 0.205
H -1.9883 -3.5647 1.2191 0.229 2.499 0.541 0.380
H -1.1760 -2.0997 2.2389 -1.813 -0.616 -1.705 0.135
H -2.9998 -1.9616 1.4948 2.154 -0.772 0.039 0.194
H -2.6541 4.0115 -1.5491 0.127 -2.270 1.341 0.323
H -3.4669 3.1708 -0.0641 1.940 -0.415 -1.384 0.246
H -3.1062 2.1253 -1.5951 1.064 1.918 1.362 0.205
H 0.6693 3.5586 -1.7935 -1.131 -1.412 0.403 0.300
H -2.6852 2.3831 7.1476 0.840 1.173 -2.092 0.321
H -1.6769 3.8656 6.4457 -1.020 -2.078 -0.567 0.299
H -3.2026 3.2765 5.4991 1.750 -0.761 1.517 0.231
H -2.8588 -0.0738 6.3640 1.014 -0.054 -2.235 0.337
H -1.6848 -0.9415 5.0450 -1.352 1.796 0.740 0.256
H -3.1259 0.1357 4.4225 1.278 -0.777 2.166 0.145
C -6.1996 -5.2029 -4.4834 -0.146 0.059 -0.103 -1.170
C -4.9608 -4.7763 -5.2582 0.115 -0.135 0.010 -0.426
C -3.7172 -4.6285 -4.3783 0.135 0.053 -0.094 -0.912
C -3.8079 -3.5556 -3.2869 -0.150 -0.073 0.069 -0.233
C -4.1091 -2.1398 -3.7817 0.063 -0.007 0.147 -0.382
C -3.0331 -1.5815 -4.7002 -0.047 0.139 -0.154 -1.210
H -6.4856 -4.4556 -3.7382 0.002 -0.091 -0.023 0.282
H -7.0439 -5.3302 -5.1675 0.023 -0.022 0.138 0.377
H -6.0297 -6.1554 -3.9728 -0.031 0.086 0.010 0.289
H -5.1649 -3.8436 -5.7944 0.053 -0.028 0.036 0.238
H -4.7542 -5.5324 -6.0262 0.011 0.138 0.060 0.366
H -2.8546 -4.4205 -5.0228 -0.061 -0.009 0.080 0.343
H -3.5062 -5.5925 -3.8977 -0.036 0.077 -0.053 0.403
H -2.8592 -3.5447 -2.7355 -0.066 0.014 -0.064 -0.007
H -4.5742 -3.8428 -2.5575 0.061 -0.006 -0.045 0.359
H -4.1973 -1.4796 -2.9104 -0.043 -0.084 -0.061 0.343
H -5.0788 -2.1082 -4.2899 0.034 -0.052 0.051 0.316
H -2.0612 -1.5659 -4.1983 -0.045 -0.014 -0.059 0.259
H -3.2811 -0.5552 -4.9892 0.112 -0.101 -0.008 0.374
H -2.9394 -2.1701 -5.6181 0.032 0.063 0.089 0.333
C 4.4719 2.1626 -1.2343 0.020 0.131 -0.101 -0.722
C 4.7727 0.8216 -1.8886 -0.140 -0.128 0.064 -0.550
C 5.3211 -0.2201 -0.9104 0.037 -0.124 -0.078 -0.393
C 6.6615 0.1344 -0.2559 -0.066 0.131 0.086 -0.679
C 7.8132 0.4075 -1.2248 0.028 -0.028 0.152 -0.422
C 8.1761 -0.7949 -2.0826 0.083 0.035 -0.213 -1.197
H 5.3761 2.6249 -0.8294 -0.078 -0.003 0.007 0.334
H 4.0473 2.8517 -1.9704 0.017 0.008 0.114 0.349
H 3.7482 2.0452 -0.4222 0.075 0.028 -0.024 -0.110
H 5.4659 0.9666 -2.7237 -0.004 -0.041 0.044 0.356
H 3.8442 0.4322 -2.3250 0.133 0.016 0.027 0.371
H 5.4141 -1.1787 -1.4349 0.003 0.070 0.062 0.352
H 4.5819 -0.3842 -0.1157 0.051 0.031 -0.072 0.160
H 6.9466 -0.6886 0.4117 -0.003 0.071 -0.062 0.411
H 6.5304 1.0109 0.3894 -0.015 -0.073 -0.032 0.231
H 8.6959 0.6957 -0.6414 -0.112 0.038 -0.049 0.375
H 7.5792 1.2616 -1.8694 -0.022 -0.032 0.066 0.234
H 8.4530 -1.6499 -1.4588 -0.054 0.027 -0.062 0.289
H 9.0292 -0.5545 -2.7250 -0.086 -0.114 0.037 0.382
H 7.3472 -1.0938 -2.7317 0.095 -0.014 0.075 0.280
```
Positions in Å, forces in eV/Å.

***

no.,electronic energy (Ha)
1,-568.068281
2,-6208.426600
3,-2856.874742